{
  "formula": "C27H42BIN6O3Ta",
  "method": "ωB97M-V with the def2-TZVPD basis set",
  "symbols": ["C", "C", "I", "C", "Ta", "O", "B", "O", "O", "H", "H", "H", "H", "H", "H", "H", "H", "H", "H", "H", "H", "N", "C", "C", "C", "C", "H", "H", "H", "H", "H", "N", "C", "C", "C", "C", "H", "H", "H", "H", "H", "N", "C", "C", "C", "C", "H", "H", "H", "H", "H", "N", "C", "C", "C", "C", "H", "H", "H", "H", "H", "N", "C", "C", "C", "C", "H", "H", "H", "H", "H", "N", "C", "C", "C", "C", "H", "H", "H", "H", "H"],
  "coordinates": [[0.86, 1.74, 4.31], [1.36, 1.28, 2.81], [1.00, -0.89, 2.59], [0.56, 2.02, 1.58], [2.17, 2.46, -0.09], [2.95, 3.98, 1.21], [4.42, 4.05, 1.19], [5.36, 2.92, 1.14], [5.01, 5.43, 1.25], [0.59, 2.89, 4.33], [1.65, 1.49, 5.17], [-0.15, 1.17, 4.56], [2.53, 1.47, 2.77], [0.17, 3.05, 1.96], [-0.27, 1.38, 1.07], [1.02, 3.67, -0.94], [3.44, 2.74, -1.39], [3.19, 1.11, 0.71], [1.42, 1.14, -1.17], [5.00, 2.10, 1.59], [4.35, 5.95, 1.84], [2.26, 4.49, 6.51], [3.45, 4.26, 7.14], [3.19, 3.62, 8.33], [1.79, 3.44, 8.41], [1.24, 3.98, 7.27], [2.15, 4.95, 5.61], [4.38, 4.59, 6.70], [3.92, 3.31, 9.06], [1.24, 2.96, 9.21], [0.21, 4.05, 6.94], [-1.64, 2.10, -2.98], [-2.54, 1.20, -2.46], [-2.53, 0.07, -3.25], [-1.59, 0.30, -4.28], [-1.05, 1.55, -4.09], [-1.45, 3.01, -2.60], [-3.11, 1.44, -1.57], [-3.13, -0.81, -3.10], [-1.33, -0.38, -5.08], [-0.31, 2.11, -4.64], [-0.58, 5.42, -8.33], [0.62, 5.20, -7.70], [0.35, 4.55, -6.51], [-1.05, 4.37, -6.43], [-1.60, 4.92, -7.57], [-0.69, 5.88, -9.23], [1.55, 5.52, -8.14], [1.09, 4.25, -5.78], [-1.60, 3.90, -5.63], [-2.62, 4.99, -7.90], [0.60, -4.10, 0.60], [-0.29, -5.00, 1.12], [-0.28, -6.12, 0.32], [0.66, -5.90, -0.71], [1.19, -4.64, -0.52], [0.80, -3.18, 0.97], [-0.86, -4.76, 2.01], [-0.88, -7.01, 0.47], [0.92, -6.58, -1.51], [1.94, -4.09, -1.07], [-1.73, -6.42, 4.53], [-1.37, -5.36, 5.34], [-2.23, -5.33, 6.41], [-3.14, -6.40, 6.25], [-2.81, -7.06, 5.08], [-1.27, -6.68, 3.67], [-0.53, -4.73, 5.08], [-2.21, -4.61, 7.21], [-3.96, -6.67, 6.91], [-3.24, -7.92, 4.60], [-2.35, -3.17, -5.29], [-3.35, -4.08, -5.09], [-3.70, -4.61, -6.31], [-2.88, -3.99, -7.29], [-2.05, -3.11, -6.63], [-1.90, -2.62, -4.57], [-3.72, -4.28, -4.10], [-4.46, -5.35, -6.49], [-2.89, -4.17, -8.36], [-1.28, -2.44, -7.00]],
  "mulliken_charge": [-0.921, 0.188, 0.133, -1.051, 0.784, -0.745, 0.733, -0.548, -0.555, 0.173, 0.260, 0.292, 0.131, 0.229, 0.319, -0.335, -0.112, -0.258, -0.181, 0.310, 0.283, 0.046, -0.524, -0.399, -0.321, -0.576, 0.222, 0.387, 0.384, 0.404, 0.383, 0.164, -0.803, -0.208, 0.313, -1.427, 0.232, 0.400, 0.414, 0.359, 0.502, 0.025, -0.567, -0.361, -0.027, -0.777, 0.193, 0.368, 0.439, 0.387, 0.356, 0.129, -0.381, -0.401, -0.491, -0.553, 0.026, 0.382, 0.382, 0.384, 0.381, 0.031, -0.383, -0.509, -0.382, -0.493, 0.221, 0.415, 0.383, 0.374, 0.351, 0.030, -0.489, -0.386, -0.474, -0.379, 0.227, 0.369, 0.379, 0.378, 0.359],
  "spin_multiplicity": 1,
  "homo_energy_ha": -0.202,
  "charge": -1,
  "e_lumo_ev": 2.278,
  "molar_mass_g_mol": 817.3,
  "homo_lumo_gap_ev": 7.79
}



{
  "formula": "C27H42BaN5O5SSi2Te",
  "method": "ωB97M-V with the def2-TZVPD basis set",
  "symbols": ["Ba", "O", "C", "C", "N", "C", "C", "O", "O", "C", "C", "O", "O", "H", "H", "H", "H", "H", "H", "H", "H", "H", "N", "C", "S", "N", "N", "C", "C", "C", "C", "C", "C", "C", "C", "C", "C", "C", "C", "N", "H", "H", "H", "H", "H", "H", "H", "H", "H", "H", "H", "C", "Si", "C", "C", "C", "Te", "C", "Si", "C", "C", "C", "H", "H", "H", "H", "H", "H", "H", "H", "H", "H", "H", "H", "H", "H", "H", "H", "H", "H", "H", "H", "H", "H"],
  "coordinates": [[0.91, -0.62, 0.15], [-0.24, -0.37, 3.65], [0.50, -1.37, 4.34], [1.46, -2.16, 3.46], [2.19, -1.34, 2.51], [2.87, -0.19, 3.09], [3.36, 0.84, 2.06], [4.52, 1.23, 2.14], [2.48, 1.21, 1.20], [3.07, -2.14, 1.65], [2.42, -3.18, 0.65], [2.26, -4.32, 1.09], [2.18, -2.77, -0.53], [-0.84, -0.80, 3.01], [-0.16, -2.08, 4.85], [1.06, -0.83, 5.11], [0.91, -2.92, 2.89], [2.15, -2.70, 4.14], [3.72, -0.49, 3.72], [2.14, 0.34, 3.70], [3.76, -2.74, 2.27], [3.68, -1.44, 1.07], [-2.75, -3.54, -0.68], [-2.25, -2.34, -0.26], [-1.73, -2.26, 1.38], [-2.30, -1.40, -1.19], [-1.73, -0.22, -0.87], [-2.02, 0.80, -1.61], [-3.02, 0.78, -2.71], [-4.31, 0.27, -2.51], [-5.23, 0.29, -3.54], [-4.89, 0.80, -4.79], [-3.61, 1.30, -4.99], [-2.69, 1.29, -3.96], [-1.29, 2.05, -1.32], [-1.86, 3.30, -1.59], [-1.15, 4.44, -1.26], [0.09, 4.32, -0.67], [0.59, 3.05, -0.43], [-0.08, 1.94, -0.77], [-2.47, -4.33, -0.12], [-2.79, -3.67, -1.68], [-4.57, -0.14, -1.55], [-6.23, -0.11, -3.38], [-5.61, 0.80, -5.59], [-3.33, 1.69, -5.96], [-1.69, 1.69, -4.12], [-2.84, 3.36, -2.05], [-1.58, 5.42, -1.46], [0.67, 5.19, -0.38], [1.55, 2.88, 0.05], [6.21, -1.57, -3.65], [4.54, -2.32, -4.08], [4.13, -3.71, -2.92], [4.62, -2.96, -5.86], [3.22, -0.97, -4.08], [3.11, 0.17, -2.27], [2.79, 2.09, -3.20], [4.21, 3.27, -2.79], [5.84, 2.55, -3.41], [3.90, 4.90, -3.69], [4.24, 3.57, -0.95], [6.98, -2.34, -3.61], [6.17, -1.08, -2.68], [6.52, -0.83, -4.39], [4.64, -4.63, -3.21], [3.06, -3.91, -2.88], [4.43, -3.47, -1.89], [5.38, -3.74, -5.95], [4.88, -2.16, -6.56], [3.67, -3.39, -6.17], [2.24, -1.40, -4.29], [3.44, -0.25, -4.87], [1.86, 2.49, -2.80], [2.65, 1.92, -4.26], [5.81, 2.39, -4.49], [6.05, 1.60, -2.93], [6.66, 3.23, -3.19], [3.87, 4.75, -4.78], [4.69, 5.62, -3.48], [2.95, 5.34, -3.39], [4.24, 2.65, -0.35], [3.36, 4.14, -0.65], [5.12, 4.14, -0.65]],
  "mulliken_charge": [0.902, -0.436, -0.925, -0.795, 0.901, -0.465, 0.046, -0.773, -0.347, -0.671, 0.480, -0.710, -0.764, 0.186, 0.357, 0.443, 0.464, 0.245, 0.174, 0.310, 0.352, 0.253, -0.517, 0.315, -0.450, -0.991, 0.948, 0.337, 0.110, -0.151, -0.711, -0.371, -0.734, -0.107, -0.636, -0.570, -0.663, -0.797, -0.668, 0.684, 0.229, 0.249, 0.432, 0.380, 0.376, 0.382, 0.520, 0.524, 0.416, 0.503, 0.476, -0.995, 0.102, -0.852, -1.072, -0.907, 0.412, -0.656, 0.096, -0.970, -1.082, -0.523, 0.391, 0.307, 0.279, 0.387, 0.282, 0.210, 0.300, 0.286, 0.309, 0.493, 0.398, -0.035, 0.656, 0.299, 0.225, 0.377, 0.299, 0.313, 0.308, 0.031, 0.125, 0.466],
  "spin_multiplicity": 1,
  "homo_energy_ha": -0.194,
  "de_lowest_ev": 0.755,
  "charge": -1,
  "e_lumo_ev": 1.961,
  "molar_mass_g_mol": 869.8,
  "homo_lumo_gap_ev": 7.24
}



Q: What is the charge in the first record?
A: -1



Q: What is the formula in the second record?
A: C27H42BaN5O5SSi2Te



Q: Number 2 is which compound?
A: C27H42BaN5O5SSi2Te